Below is an isolated molecule of C18H21NO4, with properties calculated with ωB97M-V/def2-TZVPD.

HOMO energy (eV): -8.859
E_LUMO (eV): -0.38
Charge: 0
Gap between HOMO and LUMO (eV): 8.481
Energy above the lowest of the compared OMol25 structures with the same formula, charge and spin (kcal/mol): 20.77
Electronic energy (hartree): -1054.23344

Structure (XYZ):
```
44
Properties=species:S:1:pos:R:3:forces:R:3:mulliken_charge:R:1
C -1.636419 -4.556678 -2.115574 0.05 0.37 0.26 -1.36
C -0.807487 -3.391547 -1.610424 0.43 -0.29 -0.38 -0.02
O -1.552502 -2.717420 -0.596752 -0.34 0.07 0.18 -0.29
C -0.893081 -1.838246 0.158292 0.43 -0.04 -0.18 0.77
O 0.276322 -1.577086 0.027604 -0.18 0.03 0.01 -0.57
C -1.797959 -1.271294 1.200276 0.48 0.80 0.11 0.40
C -2.827644 -2.133273 1.637275 -0.56 -0.25 0.28 -0.32
N -3.662586 -2.828622 2.003952 -0.24 -0.21 0.12 -0.55
C -1.656948 -0.046386 1.747640 -0.11 -0.64 -0.13 -1.35
C -0.658922 0.942144 1.371317 0.41 0.44 -0.13 1.59
C 0.134288 1.482641 2.395258 -0.04 -0.03 -0.17 0.60
C -0.068110 1.068213 3.821201 0.01 0.02 -0.02 -1.83
C 1.141135 2.367725 2.062961 -0.04 -0.04 -0.04 -0.94
C 1.417581 2.713965 0.746729 -0.16 -0.09 0.02 0.89
C 2.575464 3.617649 0.457842 0.07 0.00 -0.04 -1.81
C 0.607716 2.193487 -0.264219 0.07 -0.01 -0.04 0.59
C 0.927172 2.436551 -1.720225 0.09 0.32 0.29 -1.59
O 1.213869 1.183969 -2.356629 -0.31 -0.06 -0.29 -0.33
C 2.407105 0.635828 -2.096086 0.29 -0.32 -0.15 0.89
C 2.448091 -0.789376 -2.569363 0.07 0.12 0.09 -0.86
O 3.305372 1.213227 -1.543359 0.01 0.07 0.09 -0.56
C -0.457086 1.341921 0.044215 -0.08 0.11 0.21 1.34
C -1.406240 0.926306 -1.042337 0.01 -0.10 -0.06 -2.34
H -1.089070 -5.085681 -2.890271 0.04 -0.06 -0.08 0.40
H -2.576718 -4.196523 -2.523645 -0.10 -0.03 -0.08 0.34
H -1.853807 -5.240940 -1.300068 -0.02 -0.10 0.04 0.34
H -0.589499 -2.680472 -2.416266 0.02 -0.06 0.15 0.19
H 0.143945 -3.729703 -1.184061 -0.15 0.09 -0.09 0.33
H -2.319542 0.216888 2.565625 -0.08 -0.12 0.00 0.60
H 0.663324 1.550376 4.464479 0.00 0.01 0.07 0.37
H -1.064196 1.345041 4.167666 -0.07 -0.02 0.10 0.39
H 0.036084 -0.010706 3.926883 -0.01 -0.07 0.08 0.37
H 1.757213 2.776724 2.850908 0.08 0.04 0.09 0.32
H 2.258067 4.503831 -0.090331 0.06 0.08 -0.03 0.38
H 3.045362 3.936688 1.384325 0.02 0.07 0.05 0.41
H 3.315363 3.084663 -0.138403 0.04 0.07 -0.05 0.31
H 1.788874 3.095739 -1.833706 -0.17 -0.03 -0.02 0.53
H 0.075570 2.847189 -2.267378 0.14 -0.07 0.02 0.41
H 1.972894 -1.388919 -1.792349 -0.06 -0.08 0.00 0.03
H 1.888997 -0.900884 -3.493624 -0.05 -0.04 -0.05 0.30
H 3.475833 -1.114476 -2.694307 0.04 0.03 0.00 0.37
H -0.911472 0.273153 -1.757977 -0.06 -0.05 -0.08 0.26
H -2.279029 0.416720 -0.643531 -0.03 0.06 -0.08 0.45
H -1.749593 1.806614 -1.585719 -0.04 0.00 -0.07 0.57
```
Forces are in eV/Å.



Below is a structure of composition C18H22AuIN2O2PS2, with properties calculated with ωB97M-V/def2-TZVPD.

HOMO energy (spin up / spin down) (eV): -7.067 / -7.519
<S²>: 0.757
E_LUMO (spin up / spin down) (eV): 0.21 / -1.24
Charge: 0
Gap between HOMO and LUMO (spin up / spin down) (eV): 7.273 / 6.277
Energy above the lowest of the compared OMol25 structures with the same formula, charge and spin (kcal/mol): 9.05
Multiplicity: 2
Electronic energy (hartree): -2530.27932

Structure (XYZ):
```
49
Properties=species:S:1:pos:R:3:forces:R:3:mulliken_charge:R:1
Au -0.828896 0.990780 -0.245522 0.16 0.69 0.06 0.58
C 0.170004 -3.029220 3.882078 -0.24 0.14 -0.12 -0.83
C -1.245696 -2.490420 3.768978 0.14 -0.02 0.26 -0.31
O -1.740096 -2.540220 2.430878 0.09 0.02 -0.10 -0.43
P -1.375296 -1.467620 1.296078 -0.38 -0.83 -0.46 0.63
S -1.267596 0.352580 2.159478 0.10 0.02 -0.22 -0.54
S -2.674496 -1.793420 -0.155722 0.48 0.26 0.30 -0.44
O 0.141904 -1.796720 0.844878 -0.32 0.11 0.49 0.02
C 0.483504 -2.999220 0.152378 0.01 -0.24 -0.30 -0.36
C 1.925004 -2.890220 -0.312322 -0.31 0.10 0.24 -1.06
H 0.468804 -3.033420 4.927978 0.07 -0.03 0.09 0.42
H 0.854204 -2.394520 3.321578 0.10 -0.02 -0.01 0.12
H 0.221604 -4.045720 3.493878 0.04 -0.03 0.00 0.24
H -1.290296 -1.456120 4.130878 -0.07 -0.17 0.02 0.28
H -1.942096 -3.107920 4.343378 0.08 0.16 -0.02 0.30
H -0.190396 -3.126520 -0.703222 0.03 0.03 0.15 0.36
H 0.351104 -3.851620 0.827678 -0.02 0.05 -0.05 0.27
H 2.049204 -2.015420 -0.947622 0.03 0.02 -0.07 0.13
H 2.190804 -3.783520 -0.872522 0.06 -0.07 -0.06 0.45
H 2.593304 -2.791720 0.541378 0.08 0.00 0.02 0.28
I -0.889896 0.516080 -3.022122 0.82 0.07 0.00 -0.07
C 1.241004 0.635080 -2.847822 0.40 0.04 -2.22 0.36
C 1.957004 0.644380 -4.079522 -2.77 -0.03 2.00 -0.66
C 3.316904 0.670580 -4.066722 2.58 0.02 1.83 -0.60
C 4.003104 0.672280 -2.831922 -0.82 0.04 -1.78 -0.82
C 3.311404 0.689080 -1.612122 -0.36 -0.03 0.00 1.02
C 4.004104 0.712280 -0.396222 -0.48 -0.01 1.71 -0.91
C 3.324404 0.744180 0.838178 2.26 -0.05 -1.77 -0.73
C 1.961204 0.771480 0.861378 -2.17 -0.01 -1.68 -0.19
C 1.221904 0.749880 -0.350322 -0.16 -0.02 2.00 0.21
C 1.869604 0.690180 -1.589722 0.51 -0.05 -0.28 0.15
H 1.407604 0.642580 -5.005822 -0.10 -0.06 -0.12 0.39
H 3.880604 0.689180 -4.986022 0.04 -0.03 -0.11 0.39
H 5.080804 0.675980 -2.814622 0.18 0.01 -0.02 0.39
H 5.083004 0.704780 -0.416822 0.15 0.00 0.01 0.37
H 3.893804 0.753680 1.754178 0.09 0.01 0.13 0.42
H 1.438304 0.798480 1.804678 -0.14 -0.02 0.00 0.37
C -4.699196 1.328580 -0.384122 -0.10 -0.08 -0.01 -0.73
C -3.819196 2.515280 -0.350222 -0.18 -0.22 -0.02 0.17
N -2.505396 2.522180 -0.331722 -0.30 -0.62 0.01 -0.03
C -2.106496 3.826180 -0.307222 -0.09 0.44 0.00 -0.50
C -3.201696 4.628080 -0.310522 0.37 0.24 0.01 -0.60
N -4.279896 3.785880 -0.339022 -0.11 -0.04 0.00 -0.02
H -4.097896 0.423280 -0.394622 0.04 -0.05 0.08 -0.16
H -5.328296 1.338680 -1.273922 -0.05 0.01 -0.05 0.33
H -5.345796 1.308880 0.492778 -0.03 -0.07 0.04 0.32
H -1.065596 4.074480 -0.288422 0.18 0.20 0.01 0.43
H -3.302196 5.691880 -0.293422 -0.03 0.23 0.00 0.40
H -5.247796 4.066680 -0.342722 0.13 -0.12 0.00 0.18
```
Forces are in eV/Å.



Below is an isolated molecule of C18H22BNO3, with properties calculated with ωB97M-V/def2-TZVPD.

HOMO energy (eV): -9.156
E_LUMO (eV): 0.60
Charge: 0
Gap between HOMO and LUMO (eV): 9.761
Energy above the lowest of the compared OMol25 structures with the same formula, charge and spin (kcal/mol): 0.62
Electronic energy (hartree): -1004.56317

Structure (XYZ):
```
45
Properties=species:S:1:pos:R:3:forces:R:3:mulliken_charge:R:1
O -0.578443 3.437254 0.321062 -0.21 -0.12 1.07 -0.66
C -0.494363 3.026476 1.480333 -0.47 -0.22 -1.47 0.65
C 0.878377 2.961285 2.099599 -0.06 -0.33 1.12 -1.25
C 1.803296 2.111267 1.279353 -0.51 -0.01 -0.17 0.44
C 1.930836 0.768560 1.537344 0.16 -0.96 -0.06 -0.28
C 2.536787 -0.096811 0.636021 0.19 0.56 0.20 -0.29
C 3.129104 0.397706 -0.520091 0.32 -1.12 -0.25 -0.07
B 3.729712 -0.557263 -1.624987 -0.26 0.09 -0.27 0.62
O 5.036414 -0.543842 -2.105889 -1.54 -0.77 0.15 -0.50
O 2.848726 -1.434032 -2.250136 -0.15 0.34 0.19 -0.58
C 3.017485 1.740646 -0.765373 0.02 0.32 0.23 -0.92
C 2.361926 2.573812 0.113660 -0.10 1.95 -0.88 -0.18
N -1.603339 2.560083 2.162738 0.74 0.28 -0.34 -0.19
C -2.840651 2.389807 1.400325 -0.29 -0.65 0.77 -0.89
C -3.125913 0.894089 1.201627 -0.04 -0.31 0.13 -0.65
C -2.046952 0.053835 0.491660 0.49 0.76 -0.11 0.32
C -2.539260 -1.355059 0.231012 -1.26 -0.25 1.20 -1.35
C -1.622006 -2.166951 -0.589250 -0.97 0.11 -1.63 0.38
C -1.848367 -2.174590 -1.977634 0.37 0.01 0.43 -0.44
C -1.136486 -2.990440 -2.819529 0.48 -0.02 -0.03 -0.56
C -0.139544 -3.799028 -2.287638 -0.26 0.12 0.31 -0.52
C 0.127183 -3.746869 -0.923105 -0.06 -0.25 -0.65 -0.69
C -0.637814 -2.958460 -0.077860 0.59 -0.29 -0.15 -0.11
H 1.258187 3.964788 2.177301 0.08 0.54 -0.05 0.38
H 0.800441 2.575045 3.117313 0.13 -0.08 0.10 0.39
H 1.538125 0.356636 2.441862 -0.37 -0.19 0.50 0.36
H 2.558820 -1.144876 0.839899 0.03 -0.56 0.21 0.47
H 4.976428 -1.257308 -2.772843 0.64 0.47 0.09 0.32
H 1.908554 -1.255394 -2.046135 0.80 -0.27 0.01 0.30
H 3.403870 2.100786 -1.686656 0.33 0.62 -0.56 0.43
H 2.225463 3.637816 -0.175440 0.09 -0.81 0.32 0.29
H -1.515858 2.011194 3.023779 0.21 0.54 -0.65 0.28
H -3.670065 2.827535 1.999070 0.40 -0.10 -0.62 0.29
H -2.728836 2.886193 0.435161 0.01 0.12 0.32 0.41
H -4.069323 0.802392 0.631391 0.29 -0.03 0.30 0.33
H -3.283642 0.431864 2.197276 -0.19 0.17 -0.36 0.27
H -1.099200 -0.021516 1.073735 -0.60 0.22 -0.18 -0.11
H -1.747896 0.529710 -0.460582 -0.21 -0.10 0.26 0.37
H -2.690833 -1.869829 1.207600 0.10 0.32 -0.40 0.40
H -3.559960 -1.350736 -0.225789 0.77 0.15 0.15 0.48
H -2.581986 -1.528735 -2.406329 -0.56 0.38 -0.04 0.39
H -1.305252 -2.968784 -3.888636 -0.13 -0.10 0.02 0.38
H 0.351934 -4.483931 -2.950486 0.51 -0.17 -0.02 0.40
H 0.911852 -4.351748 -0.521272 0.32 -0.33 0.22 0.40
H -0.467531 -2.982581 0.976539 0.14 0.00 0.58 0.46
```
Forces are in eV/Å.



Below is a cluster of 3 separate species, C18H22BO6 in total, with properties calculated with ωB97M-V/def2-TZVPD.

HOMO energy (eV): -3.644
E_LUMO (eV): -0.04
Charge: -1
Gap between HOMO and LUMO (eV): 3.604
Electronic energy (hartree): -1175.37333

Structure (XYZ):
```
47
Properties=species:S:1:pos:R:3:forces:R:3:mulliken_charge:R:1
C 0.860555 3.244020 -0.425028 0.01 -0.04 0.83 -1.15
C 0.033775 2.255480 0.458291 -0.36 -0.45 -1.70 -0.12
C -1.227645 1.816344 -0.371487 0.42 0.89 0.67 -0.19
C -2.195626 3.029186 -0.529948 -0.10 -1.66 0.10 -0.63
B -3.741142 2.630616 -0.917828 0.78 0.62 0.64 0.85
O -4.551146 3.849999 -0.549666 -0.62 0.12 -0.19 -0.64
C -5.602057 3.412663 0.322995 1.28 -0.51 -1.79 -0.36
C -5.734728 1.934599 -0.191420 1.08 1.29 0.47 -0.45
O -4.373374 1.544356 -0.101886 -0.26 -0.41 0.17 -0.73
H 0.400906 3.398231 -1.404154 0.01 -0.11 0.13 0.30
H 0.884256 4.220412 0.075498 0.23 -0.08 -0.28 0.23
H 1.888573 2.891255 -0.579288 -0.15 0.14 0.08 0.38
H -0.285980 2.739848 1.384226 0.05 -0.17 -0.03 0.40
H 0.617733 1.351648 0.670950 0.10 0.30 0.23 -0.08
H -1.705463 0.955937 0.120086 -0.15 0.26 -0.03 0.11
H -0.865643 1.467871 -1.352575 -0.14 0.00 0.16 0.25
H -1.802413 3.683162 -1.319770 -0.10 0.19 0.34 0.12
H -2.237886 3.546708 0.444646 0.11 0.12 -0.33 0.14
H -3.832653 2.301270 -2.091798 -0.14 0.06 -0.58 -0.36
H -6.441072 4.093730 0.133909 -0.18 -0.25 0.59 0.25
H -5.120101 3.425478 1.311395 -1.03 -0.03 0.41 0.18
H -6.426560 1.277631 0.346425 0.16 -0.08 -0.10 0.29
H -5.902461 2.037378 -1.278121 -0.96 -0.25 0.22 0.18
C 0.010266 -3.397611 2.425401 0.17 0.10 -0.05 -0.39
C 0.797007 -2.525683 1.796915 0.04 -0.12 0.23 -0.38
C 0.337486 -1.825347 0.576330 -0.16 0.20 -0.07 0.70
O 1.051878 -1.030330 -0.001965 -0.03 -0.16 0.01 -0.62
C -1.025598 -2.123729 0.083002 -0.19 -0.07 -0.07 -0.39
C -1.811167 -2.995382 0.713275 0.07 0.09 -0.13 -0.36
C -1.353192 -3.698669 1.932236 -0.17 -0.06 0.04 0.33
O -2.068031 -4.493705 2.508813 0.06 -0.02 0.00 -0.58
H 0.326323 -3.922003 3.318263 -0.04 -0.01 0.01 0.42
H 1.796559 -2.291416 2.141259 0.03 0.03 -0.05 0.49
H -1.342839 -1.595884 -0.807780 0.01 0.08 0.04 0.41
H -2.810774 -3.226474 0.368949 -0.01 0.01 0.04 0.42
C 6.706893 -2.490561 -0.841374 0.05 -0.01 0.23 -0.42
C 6.154678 -2.414788 0.367388 0.21 -0.01 -0.10 -0.43
C 4.692366 -2.249333 0.533489 -0.14 0.05 0.07 0.54
O 4.194830 -2.181390 1.638852 0.06 -0.06 0.01 -0.53
C 3.865427 -2.172236 -0.693352 -0.15 -0.10 -0.22 0.15
C 4.421394 -2.248898 -1.902330 -0.09 0.01 0.17 -0.49
C 5.881990 -2.414275 -2.068864 -0.02 0.03 -0.22 0.34
O 6.389627 -2.486850 -3.169313 0.03 -0.02 0.04 -0.56
H 7.773312 -2.610986 -0.983940 0.00 0.00 -0.05 0.39
H 6.740968 -2.469706 1.276015 -0.04 0.01 0.03 0.42
H 2.794655 -2.048939 -0.555602 0.27 0.08 0.03 0.13
H 3.836097 -2.193628 -2.811118 0.02 0.00 -0.02 0.44
```
Forces are in eV/Å.



Below is a structure of composition C18H22ClHfN4O2S4Sb, with properties calculated with ωB97M-V/def2-TZVPD.

HOMO energy (eV): -6.684
E_LUMO (eV): -0.26
Charge: 0
Gap between HOMO and LUMO (eV): 6.420
Energy above the lowest of the compared OMol25 structures with the same formula, charge and spin (kcal/mol): 16.81
Electronic energy (hartree): -3410.09651

Structure (XYZ):
```
53
Properties=species:S:1:pos:R:3:forces:R:3:mulliken_charge:R:1
Hf 0.815842 0.804639 -0.785147 0.10 0.13 -0.41 0.97
C 1.092456 3.066883 1.614223 0.10 -0.01 0.01 -0.75
C -0.183354 3.440414 0.880327 -0.08 -0.06 -0.04 -1.05
N -0.792971 2.248134 0.273328 0.05 0.00 0.08 -0.12
C -1.667049 1.485651 1.170100 -0.02 0.14 0.03 -1.76
C -0.930915 0.376564 1.871262 0.17 -0.13 0.06 1.18
C -1.475060 -0.333104 2.931937 -0.13 0.19 -0.10 -1.01
C -0.761458 -1.385262 3.471487 0.02 -0.10 0.08 -0.49
C 0.485443 -1.704885 2.959342 -0.01 0.04 0.03 -1.17
C 0.976211 -0.946530 1.914765 0.07 0.12 -0.08 0.93
C 2.323079 -1.236966 1.299560 0.11 -0.02 -0.01 -1.61
N 2.672753 -0.331330 0.196388 -0.10 0.02 0.05 -0.39
C 3.732447 0.640535 0.499340 0.01 -0.07 -0.05 -0.97
C 3.155595 1.730721 1.382045 -0.02 0.08 0.08 -0.65
N 2.006259 2.347772 0.703130 -0.04 -0.01 -0.05 -0.42
N 0.282187 0.070131 1.396174 -0.10 -0.09 -0.10 1.03
H 0.876780 2.397823 2.449734 -0.02 0.01 0.00 0.30
H 1.571243 3.959594 2.028380 -0.02 0.02 -0.01 0.58
H 0.038903 4.129343 0.066860 0.03 0.01 0.01 0.42
H -0.876612 3.931282 1.570649 0.01 0.01 0.01 0.47
H -1.330847 2.514089 -0.566334 -0.05 0.02 0.00 0.00
H -2.463051 1.046292 0.566479 0.03 -0.04 -0.02 0.35
H -2.132106 2.138842 1.916743 -0.04 -0.02 -0.01 0.60
H -2.453101 -0.065456 3.309079 0.00 -0.02 0.00 0.54
H -1.176834 -1.960858 4.288469 0.00 0.00 0.00 0.43
H 1.063575 -2.530005 3.352547 0.00 0.00 0.01 0.55
H 2.321394 -2.262365 0.929684 -0.07 0.01 -0.03 0.52
H 3.089150 -1.180556 2.080295 -0.01 -0.04 0.01 0.51
H 2.889963 -0.873241 -0.639768 0.03 0.02 -0.01 0.36
H 4.073643 1.059047 -0.451182 -0.01 0.02 0.01 0.37
H 4.592998 0.166562 0.981980 0.00 0.01 0.02 0.48
H 3.919377 2.467600 1.645902 0.01 -0.01 -0.02 0.51
H 2.794174 1.298713 2.319388 -0.01 -0.02 -0.02 0.27
H 2.338444 3.009790 0.002135 0.00 -0.02 -0.02 0.49
S 1.009710 2.952325 -2.195347 -0.03 0.02 0.03 -0.52
Sb -0.651495 2.290645 -3.838276 0.10 -0.05 0.00 0.60
S 0.291108 -0.402466 -3.615429 0.25 0.39 -0.01 -0.13
S 2.212680 -0.066905 -2.932746 -0.20 -0.05 0.05 -0.28
S -2.602283 2.554813 -2.709761 0.04 -0.05 0.04 -0.67
Cl -4.676423 -5.070707 -3.292068 0.04 0.03 0.01 -0.23
C -3.473569 -3.888208 -2.849780 -0.05 -0.04 -0.02 0.45
C -2.214091 -4.318155 -2.463733 0.00 0.04 0.00 -0.80
C -1.264425 -3.373236 -2.109457 -0.03 -0.06 -0.01 -0.41
C -1.580489 -2.021865 -2.139142 0.09 -0.10 -0.07 -0.42
C -2.845580 -1.603884 -2.531836 -0.06 0.00 -0.02 -0.14
C -3.800559 -2.542850 -2.891493 0.01 -0.02 0.00 -0.88
C -0.560435 -1.013074 -1.744792 -0.36 0.42 0.58 1.28
O -1.071086 0.177318 -1.275650 0.11 -0.54 -0.11 -0.12
O 0.488303 -1.354097 -1.034011 0.00 -0.25 0.00 -0.81
H -1.988772 -5.375364 -2.444756 0.01 0.00 0.00 0.42
H -0.271713 -3.678916 -1.806211 0.01 0.02 0.00 0.43
H -3.078161 -0.544898 -2.553785 0.03 0.01 0.01 0.32
H -4.791278 -2.240335 -3.201027 0.00 0.02 0.00 0.44
```
Forces are in eV/Å.



Max |F| (eV/Å)
0.9; 3.4; 2.1; 2.3; 0.8